Entry 1:
A cluster of 6 separate species, C40H38BBrF3O23S in total at a distorted geometry, computed with ωB97M-V/def2-TZVPD.

The geometry in XYZ format:
```
107
Properties=species:S:1:pos:R:3:mulliken_charge:R:1
Br -1.904 7.001 0.541 -0.166
S -1.715 0.538 -1.904 -0.165
F -7.210 2.462 0.724 -0.242
F -7.643 4.600 0.963 -0.264
F -9.197 3.241 0.267 -0.301
O -3.742 7.714 4.105 -0.582
O 0.886 -2.617 -0.363 -0.712
O 4.151 -3.289 -3.663 -0.631
O 7.013 -6.262 -0.920 -0.572
O 2.212 -3.868 -5.321 -0.688
O 0.259 -8.141 -3.146 -0.630
O -3.911 5.086 -1.360 -0.704
O 2.371 3.329 0.019 -0.447
O 7.607 4.004 0.057 -0.634
O -3.559 5.158 3.664 -0.575
O -1.063 -3.246 -2.020 -0.637
O 2.228 -6.608 -2.348 -0.769
O -7.575 3.723 -1.117 -0.382
O 3.411 -9.231 -0.465 -0.649
O -1.271 -8.145 1.292 -0.652
O -7.241 4.211 6.427 -0.602
O 4.722 -10.738 1.227 -0.582
O -4.547 2.900 -1.670 -0.983
O 0.650 -6.547 2.068 -0.616
O 6.132 6.029 0.801 -0.591
O -7.437 6.784 6.848 -0.656
O 8.351 -7.804 0.720 -0.632
O 3.855 1.278 -0.655 -0.559
C 5.812 2.524 -0.335 -0.841
C -5.593 7.394 5.510 -0.997
C 2.915 -3.238 -3.192 0.382
C 0.466 -3.592 -3.756 -0.896
C -0.506 -7.806 0.410 1.087
C -6.521 6.458 6.112 1.099
C 6.409 3.790 0.044 1.064
C -6.491 4.641 -1.457 -0.581
C 0.538 6.317 -0.644 -1.368
C 2.624 -2.913 -1.926 -1.329
C 7.214 -8.169 0.492 0.890
C 5.135 -7.658 -0.783 -1.042
C -4.464 5.469 4.404 1.112
C -6.355 4.992 5.821 0.456
C 1.847 -3.592 -4.192 1.175
C -4.625 6.936 4.703 0.335
C 6.608 -9.354 1.073 -0.980
C -0.242 1.074 -1.000 0.236
C -5.390 4.530 5.018 -1.114
C 1.540 -6.482 -0.099 -0.986
C -0.622 -8.224 -0.974 -0.960
C 5.500 4.918 0.453 0.444
C 0.630 -6.894 0.793 0.221
C -2.822 4.360 -0.930 0.381
C -1.489 4.963 -1.378 -1.260
C 0.169 -3.267 -2.489 0.166
C 3.568 3.532 0.059 0.944
C -0.750 5.630 -0.227 0.034
C -3.196 2.841 -1.300 0.696
C 4.540 -8.853 -0.216 1.148
C 4.168 4.794 0.458 -1.148
C 6.392 -7.331 -0.452 0.351
C -7.863 3.529 0.162 0.856
C 4.478 2.394 -0.329 0.121
C -0.125 0.333 0.324 -1.161
C 1.437 -6.920 -1.477 1.330
C 1.239 -2.899 -1.491 1.318
C 5.351 -9.679 0.745 0.285
C 0.288 -7.809 -1.866 0.237
C -2.443 2.123 -2.411 -1.372
B -5.017 4.142 -1.014 1.287
H -2.792 4.342 0.162 0.073
H 2.897 1.460 -0.568 0.329
H 7.083 5.839 0.699 0.356
H -0.120 -6.981 2.479 0.368
H 0.625 0.860 -1.611 0.414
H -5.013 4.043 0.234 -0.349
H -3.143 2.286 -0.362 0.285
H -3.183 7.124 3.558 0.295
H -1.449 -8.865 -1.243 0.450
H -6.716 5.636 -1.096 0.223
H 1.030 -7.708 -3.556 0.372
H 7.201 -9.941 1.760 0.426
H -1.684 2.727 -2.883 0.382
H -1.011 -2.943 -1.095 0.336
H 0.920 0.161 0.558 0.274
H -0.292 -3.856 -4.480 0.493
H 1.236 5.606 -1.066 0.245
H -0.553 4.900 0.545 0.459
H -3.181 1.834 -3.144 0.493
H 2.360 -5.829 0.166 0.608
H -0.324 2.138 -0.847 -0.326
H -1.682 5.748 -2.103 0.369
H 0.287 7.092 -1.356 0.416
H -0.823 4.247 -1.846 0.287
H -6.539 4.704 -2.540 0.195
H 3.834 -10.732 0.822 0.368
H 6.474 1.716 -0.613 0.449
H 3.507 5.599 0.747 0.481
H -0.584 -0.640 0.247 0.289
H -0.604 0.863 1.133 0.385
H 4.534 -7.065 -1.462 0.602
H -7.821 4.810 6.930 0.363
H 7.903 -6.269 -0.523 0.365
H 3.384 -2.665 -1.200 0.614
H -5.719 8.444 5.731 0.420
H -5.265 3.479 4.798 0.428
H 4.066 -3.549 -4.600 0.361
H 0.968 6.818 0.213 0.401
```

Calculated values
Total charge: -1
HOMO: -4.974 eV
Max |F|: 1.2 eV/Å
HOMO-LUMO gap: 4.33 eV

Entry 2:
A cluster of 4 separate species, C3H13NO3 in total at a distorted geometry, computed with ωB97M-V/def2-TZVPD.

The geometry in XYZ format:
```
20
Properties=species:S:1:pos:R:3:mulliken_charge:R:1
O -0.812 2.934 0.444 -0.673
O 1.755 -1.236 1.825 -0.609
O -1.505 0.648 1.920 -0.685
N 2.007 -0.617 -1.015 -0.446
C 0.700 -0.300 -1.378 -0.180
C -0.330 -1.150 -1.421 -0.165
C -1.791 -0.793 -1.475 -1.042
H 2.751 -0.115 -1.481 0.231
H -2.393 -1.688 -1.352 0.327
H -1.981 -0.396 -2.490 0.287
H 0.442 0.750 -1.506 0.301
H 2.365 -0.514 1.988 0.304
H -0.177 -2.212 -1.612 0.287
H -0.902 -0.076 2.028 0.327
H -1.050 1.445 2.237 0.348
H 2.064 -2.092 2.182 0.291
H -2.017 0.006 -0.774 0.195
H -1.757 3.008 0.506 0.348
H -0.734 1.995 0.349 0.331
H 2.175 -1.592 -1.252 0.224
```

Calculated values
HOMO: -7.843 eV
Energy above the lowest of the compared OMol25 structures with the same formula, charge and spin: 31.0 kcal/mol
SMILES: C/C=C/N.O.O.O
Max |F|: 1.7 eV/Å
HOMO-LUMO gap: 8.51 eV

Entry 3:
A structure of composition C24H23GaN5O5, computed with ωB97M-V/def2-TZVPD.

The geometry in XYZ format:
```
58
Properties=species:S:1:pos:R:3:mulliken_charge:R:1
Ga -0.012 -0.155 -0.375 0.877
O 1.737 0.019 -1.401 -0.669
O -2.305 -6.050 0.629 -0.599
O -1.320 0.766 0.999 -0.749
O -3.169 -1.573 -2.312 -0.655
O 0.300 1.654 -1.242 -0.647
N -3.281 -4.479 -0.699 -0.229
N 1.460 0.502 1.166 -0.450
N -1.937 -0.274 -0.862 0.368
N -3.576 0.712 0.296 0.201
N 0.169 -2.160 -0.112 -0.003
C -5.182 2.348 -1.398 -0.434
C -7.364 -2.184 -0.356 -0.963
C -5.706 1.566 -4.003 -0.869
C 1.509 1.271 -1.245 0.617
C 1.420 -4.161 -0.408 -0.931
C -5.145 0.665 -3.110 -0.076
C -3.088 -0.702 -1.484 0.138
C -2.246 -5.033 -0.029 0.130
C -5.748 3.246 -2.293 -0.871
C -4.287 0.048 -0.811 2.679
C -5.276 -0.987 -0.268 -0.112
C -6.523 -1.190 -0.843 -0.389
C -6.010 2.858 -3.597 -0.488
C -0.951 -2.893 -0.002 0.209
C 0.261 -4.913 -0.307 -0.279
C -5.721 -2.785 1.286 -0.830
C 1.978 1.892 0.933 -0.764
C 2.519 2.084 -0.517 -0.565
C -6.967 -2.985 0.704 -0.530
C -2.272 0.477 0.218 -0.174
C -4.885 -1.792 0.802 -0.061
C -0.952 -4.264 -0.123 -0.359
C -4.880 1.051 -1.797 -0.474
C 1.339 -2.787 -0.326 -0.095
H -6.852 -0.570 -1.666 0.497
H 3.520 1.682 -0.648 0.350
H 0.285 -5.994 -0.374 0.530
H 2.759 2.133 1.650 0.452
H 2.243 -0.145 1.181 0.298
H 2.205 -2.155 -0.464 0.490
H 1.137 2.563 1.078 0.333
H -5.903 1.254 -5.021 0.427
H -4.178 -4.933 -0.638 0.223
H -3.200 -3.657 -1.278 0.171
H -8.336 -2.326 -0.810 0.434
H -3.921 -1.639 1.277 0.268
H -1.874 -2.361 0.167 0.681
H -6.449 3.560 -4.295 0.418
H -7.626 -3.756 1.082 0.429
H 2.487 3.140 -0.770 0.326
H -5.979 4.251 -1.967 0.410
H 2.379 -4.630 -0.575 0.429
H 1.020 0.466 2.080 0.294
H -4.019 1.225 1.039 0.314
H -4.982 2.679 -0.387 0.325
H -5.402 -3.400 2.118 0.433
H -4.908 -0.340 -3.436 0.512
```

Calculated values
Total charge: +1
HOMO: -11.682 eV
Max |F|: 0.3 eV/Å
HOMO-LUMO gap: 8.42 eV

Number 1: LUMO level -0.64 eV. Number 2: LUMO level 0.67 eV. Number 3: LUMO level -3.27 eV.